[1]
{
  "formula": "C6H18O6Tl",
  "method": "ωB97M-V with the def2-TZVPD basis set",
  "species": ["Tl", "C", "C", "O", "O", "H", "H", "H", "H", "H", "H", "C", "C", "O", "O", "H", "H", "H", "H", "H", "H", "C", "C", "O", "O", "H", "H", "H", "H", "H", "H"],
  "positions_angstrom": [[-0.0045, 0.7585, 0.0249], [-1.5699, -2.5460, -1.0017], [-1.2122, -2.9659, 0.4285], [-1.0566, -1.7655, 1.2286], [-0.5563, -1.6877, -1.5501], [-2.5076, -2.0112, -1.1531], [-1.7206, -3.3615, -1.7090], [-0.3327, -3.6090, 0.4618], [-2.0776, -3.5807, 0.6761], [-1.0828, -2.0985, 2.1286], [-0.2756, -1.9753, -2.4219], [0.8283, 1.3906, -3.6491], [1.9039, 0.4364, -3.2560], [2.1726, 0.3218, -1.8689], [-0.2803, 1.3618, -2.7804], [0.4495, 1.1536, -4.6433], [1.2802, 2.3774, -3.5490], [2.7729, 0.7644, -3.8264], [1.6583, -0.5539, -3.6396], [3.1123, 0.2052, -1.7112], [-0.9711, 1.6367, -3.3877], [-0.1505, 0.8734, 3.9043], [-0.0410, 2.3590, 3.6176], [-0.3956, 2.7018, 2.3341], [0.3802, 0.0577, 2.8848], [-1.2137, 0.6428, 3.9718], [0.3191, 0.6772, 4.8682], [1.0027, 2.5818, 3.8395], [-0.6939, 2.9092, 4.2952], [-0.6123, 3.6332, 2.2491], [0.8749, -0.6872, 3.2340]],
  "atomic_forces_ev_per_a": [[0.085, -0.752, -0.462], [0.425, 0.249, -0.994], [-0.838, 0.359, -1.792], [-0.217, -0.918, -0.440], [0.419, 0.671, 0.563], [-0.223, 0.199, 1.012], [0.361, -0.664, 0.535], [0.177, 0.270, -0.033], [-0.089, 0.155, 0.879], [0.031, 0.362, 0.351], [-0.006, -0.090, 0.001], [0.318, 0.611, 0.705], [0.772, -1.150, -0.863], [-0.891, 0.397, 0.307], [-0.437, -0.005, 0.372], [0.669, 0.181, -0.239], [-0.129, 0.380, -0.504], [0.280, -0.068, 0.192], [-0.133, -0.326, 0.122], [0.255, 0.116, -0.026], [-0.940, -0.024, 0.595], [0.115, -0.873, 0.273], [-0.422, 0.748, 0.726], [0.653, -0.586, -1.377], [-0.568, 0.585, -0.310], [-0.423, -0.045, -0.069], [-0.033, 0.035, -0.059], [0.404, 0.305, -0.217], [0.230, -0.289, 0.470], [-0.321, 0.237, 0.083], [0.476, -0.071, 0.200]],
  "mulliken_charge": [1.04, -0.69, -0.33, -0.41, -0.38, 0.32, 0.45, 0.32, 0.34, 0.26, 0.25, -0.41, -0.43, -0.44, -0.44, 0.40, 0.28, 0.44, 0.27, 0.31, 0.30, -0.32, -0.39, -0.39, -0.36, 0.28, 0.42, 0.31, 0.37, 0.32, 0.32],
  "spin_multiplicity": 2,
  "orbital_gap_ha": [0.3755, 0.1196],
  "homo_ha": [-0.61612, -0.59599],
  "s2": 0.76,
  "e_tot_ev": -23472.32008,
  "total_charge": 2
}

***

[2]
{
  "formula": "C39H36N4O2PbS2Se2Te3",
  "method": "ωB97M-V with the def2-TZVPD basis set",
  "species": ["Pb", "C", "C", "O", "C", "C", "C", "N", "N", "C", "O", "C", "C", "C", "C", "C", "C", "H", "H", "H", "H", "H", "H", "H", "H", "H", "H", "H", "H", "Se", "Te", "Te", "Se", "N", "S", "C", "C", "C", "C", "C", "C", "C", "C", "C", "C", "C", "C", "H", "H", "H", "H", "H", "H", "H", "H", "H", "H", "H", "C", "Te", "C", "C", "C", "C", "C", "C", "C", "H", "H", "H", "H", "H", "H", "H", "H", "S", "C", "N", "C", "C", "C", "C", "C", "C", "H", "H", "H", "H", "H"],
  "positions_angstrom": [[0.2248, -2.1905, 0.5556], [-3.6905, -4.6066, -1.5113], [-2.3258, -3.9906, -1.4196], [-1.7239, -3.9233, -0.2270], [-1.7995, -3.4872, -2.5594], [-0.5489, -2.7530, -2.8418], [-0.3019, -2.4985, -4.3018], [0.2805, -2.3612, -1.9294], [1.3509, -1.6552, -2.4531], [2.2846, -1.3406, -1.5742], [2.2133, -1.6553, -0.3400], [3.3665, -0.4507, -2.0277], [3.4412, 0.0918, -3.2694], [4.4941, 0.9147, -3.6276], [5.4789, 1.2064, -2.6747], [5.4015, 0.6653, -1.3974], [4.3456, -0.1525, -1.0654], [-3.6354, -5.6918, -1.4039], [-4.1348, -4.3873, -2.4927], [-4.3818, -4.2100, -0.7477], [-2.5334, -3.4842, -3.3613], [-1.0868, -2.9422, -4.9098], [0.6812, -3.0111, -4.4952], [-0.1091, -1.4416, -4.4831], [2.6948, -0.1810, -4.0205], [4.5898, 1.3034, -4.6467], [6.3369, 1.7995, -2.9730], [6.1960, 0.9309, -0.7196], [4.2837, -0.6059, -0.0801], [1.7345, -4.8135, 0.6286], [0.1337, -6.7024, 0.4825], [-2.0064, -5.2585, 1.3106], [-1.4250, -3.7074, 3.0197], [-0.2757, 0.4403, -0.5922], [-0.6938, 1.9517, -0.5364], [0.7229, 2.9679, -0.0893], [1.9311, 2.3294, 0.1498], [3.0135, 3.1098, 0.5456], [2.9045, 4.4836, 0.7179], [1.6513, 5.0847, 0.5453], [0.5610, 4.3291, 0.0895], [-0.8522, 2.4504, -2.2740], [0.2630, 2.2363, -3.1079], [0.0668, 2.4051, -4.4921], [-1.1908, 2.6811, -5.0048], [-2.2422, 2.9593, -4.1341], [-2.0959, 2.7772, -2.7749], [0.3561, 0.2310, -1.3519], [2.0393, 1.2675, 0.0669], [3.9763, 2.6591, 0.7656], [3.7747, 5.0833, 0.9523], [1.5434, 6.1479, 0.7086], [-0.4032, 4.8091, -0.1161], [1.2116, 1.9592, -2.6803], [0.9309, 2.2251, -5.1359], [-1.2961, 2.6399, -6.0972], [-3.2101, 3.2161, -4.5419], [-2.9651, 2.8286, -2.1180], [-5.6431, -0.2198, 0.7659], [-3.8065, -0.6262, -0.3047], [-2.9756, -0.3239, 1.6949], [-3.9489, 0.6172, 2.3876], [-3.6024, 1.4673, 3.4368], [-4.5120, 2.3243, 4.0188], [-5.8185, 2.3317, 3.5584], [-6.1955, 1.4892, 2.5076], [-5.2610, 0.6662, 1.9204], [-5.9901, -1.1982, 1.0676], [-6.3969, 0.2187, 0.1262], [-1.9643, 0.0751, 1.5663], [-2.9060, -1.2945, 2.1724], [-2.5859, 1.4737, 3.8008], [-4.2079, 2.9623, 4.8136], [-6.5694, 2.9889, 4.0107], [-7.2076, 1.5272, 2.1558], [2.1263, 1.2433, 4.5274], [1.4472, 0.6367, 3.0193], [1.6451, -0.6086, 2.7464], [2.3586, -1.1965, 3.7508], [2.7817, -2.5368, 3.7577], [3.5644, -2.9733, 4.7914], [3.9455, -2.1101, 5.8101], [3.5605, -0.7783, 5.8175], [2.7324, -0.3510, 4.7836], [0.9023, 1.3142, 2.3953], [2.4480, -3.2230, 2.9592], [3.9359, -3.9940, 4.8270], [4.5930, -2.4640, 6.6174], [4.0003, -0.1205, 6.5598]],
  "atomic_forces_ev_per_a": [[0.087, 0.052, -0.294], [-0.501, 0.085, 0.141], [-0.164, 0.170, -0.819], [0.045, -0.106, 0.240], [0.093, 0.669, 0.514], [-0.816, -0.367, 0.288], [1.439, -0.745, 0.361], [-0.210, -0.013, -0.219], [0.775, 0.408, -0.210], [-2.159, -0.552, -0.438], [0.879, 0.239, 0.545], [0.713, -0.418, 2.036], [-0.389, 0.156, -1.957], [0.735, 0.362, 0.270], [-0.264, -0.154, -0.821], [0.199, 0.528, -0.494], [0.005, -0.192, 0.002], [-0.045, -0.078, 0.070], [0.192, -0.162, 0.362], [0.365, -0.114, -0.123], [0.487, -0.097, -0.134], [0.070, 0.246, -0.078], [-0.867, 0.463, -0.222], [-0.229, -0.019, -0.134], [0.125, 0.090, 0.339], [-0.130, -0.126, 0.416], [-0.090, 0.077, 0.139], [0.003, -0.213, 0.395], [-0.123, 0.069, -0.176], [0.033, -0.017, -0.034], [0.060, 0.435, 0.150], [-0.250, 0.153, -0.011], [-0.045, -0.471, -0.020], [-0.413, -0.342, 0.802], [-0.168, -0.070, -0.684], [0.106, -0.450, -0.175], [0.212, 0.935, 0.263], [0.479, 0.054, 0.181], [-0.902, -0.066, -0.186], [0.024, -0.279, -0.532], [0.265, 0.678, 0.413], [0.930, -0.556, 0.161], [-1.496, 0.877, -0.495], [0.909, -0.780, 1.001], [0.266, 0.253, -0.243], [-0.185, -0.468, -0.925], [-0.196, 0.175, 0.418], [0.289, 0.057, -0.378], [-0.101, -0.499, -0.127], [-0.119, -0.192, -0.227], [-0.078, -0.057, 0.209], [-0.067, 0.050, -0.045], [0.363, -0.193, 0.159], [0.289, -0.027, -0.070], [-0.391, 0.061, -0.001], [-0.250, 0.380, 0.562], [-0.077, -0.039, 0.022], [0.286, 0.157, -0.076], [0.422, -0.238, -0.292], [0.102, 0.311, 0.577], [-0.129, 0.429, -0.492], [0.195, 0.182, -0.071], [0.634, -0.435, -0.250], [-0.615, -0.338, -0.483], [-0.581, 0.044, -0.040], [0.358, 0.829, 0.846], [-0.072, -0.670, -0.479], [-0.235, -0.147, 0.335], [-0.060, 0.175, -0.156], [-0.199, 0.077, 0.146], [-0.053, -0.140, 0.143], [0.196, -0.087, 0.022], [0.174, 0.427, 0.496], [0.342, -0.218, -0.169], [-0.340, -0.103, -0.216], [-0.322, -0.356, -0.880], [0.170, 0.050, 0.456], [-0.799, 0.829, -0.378], [0.659, -1.148, 0.225], [-0.671, -0.180, -0.739], [0.198, -0.584, 0.097], [0.427, 0.630, 0.714], [0.429, -0.672, 0.063], [0.548, 0.484, 0.807], [-0.234, 0.156, -0.318], [0.298, 0.437, 0.415], [-0.228, 0.086, -0.133], [-0.193, 0.056, -0.331], [-0.423, 0.100, -0.026]],
  "mulliken_charge": [2.29, -1.71, 0.63, -0.34, -0.58, 0.79, -1.33, 0.47, -0.45, -0.17, -0.81, 0.63, 0.02, -0.74, -0.45, -0.69, -0.66, 0.40, 0.37, 0.36, 0.07, 0.41, 0.30, 0.22, 0.49, 0.41, 0.41, 0.46, 0.44, -0.45, -0.13, 0.22, -0.53, 0.39, -0.06, 0.34, -0.05, -0.88, -0.74, -0.59, -0.59, 0.68, -0.27, -0.68, -0.47, -0.57, -0.46, -0.51, 0.89, 0.48, 0.43, 0.38, 0.41, 0.27, 0.40, 0.37, 0.39, 0.38, -1.24, 0.05, -0.37, 0.43, -0.54, -0.83, -0.38, -0.85, 0.87, 0.39, 0.52, -0.16, 0.24, 0.51, 0.46, 0.35, 0.45, -0.32, -0.43, 0.36, -0.67, 0.02, -0.76, -0.37, -0.56, 0.81, 0.53, 0.09, 0.42, 0.35, 0.37],
  "orbital_gap_ha": 0.2313,
  "homo_ha": -0.25715,
  "e_tot_ev": -230572.28492
}

***

The following energy above the lowest of the compared OMol25 structures with the same formula, charge and spin values (in kJ/mol) correspond, in order, to the records above: 0.0; 0.0.